{
  "formula": "C34H30ClF6N6O2PS2Sc",
  "method": "ωB97M-V with the def2-TZVPD basis set",
  "total_charge": 1,
  "e_above_lowest_ev": 0.389,
  "mol_weight_da": 844.2,
  "energy_ev": -129270.3543,
  "homo_lumo_gap_ev": 7.3,
  "elements": ["Sc", "Cl", "C", "C", "C", "C", "O", "C", "C", "N", "C", "C", "C", "C", "C", "C", "C", "C", "N", "C", "C", "H", "H", "H", "H", "H", "H", "H", "H", "H", "H", "N", "C", "N", "C", "C", "S", "C", "C", "S", "C", "N", "N", "H", "H", "H", "H", "H", "H", "C", "C", "O", "C", "F", "F", "F", "C", "F", "F", "F", "H", "H", "H", "C", "P", "C", "C", "C", "C", "C", "C", "C", "H", "H", "H", "H", "H", "H", "H", "H", "H", "H", "H"],
  "positions_angstrom": [[0.2439, 0.9796, 1.3058], [-2.7735, -4.7567, 4.9403], [-2.0086, -3.3180, 4.3976], [-2.1007, -2.1511, 5.1361], [-1.6579, -0.9429, 4.6719], [-0.9352, -0.8545, 3.4952], [-0.3386, 0.2564, 3.0819], [-0.7561, -2.0850, 2.7699], [0.1002, -2.1915, 1.6238], [0.5923, -1.2664, 0.8734], [1.5752, -1.6714, -0.0626], [1.6598, -2.8756, -0.6768], [2.6809, -3.1533, -1.5855], [3.6680, -2.2192, -1.8741], [3.5717, -0.8896, -1.3143], [4.4610, 0.1590, -1.6453], [4.1440, 1.3889, -1.1811], [3.0266, 1.5628, -0.3610], [2.1685, 0.6316, -0.0170], [2.4562, -0.6210, -0.4689], [-1.3851, -3.2845, 3.1856], [-2.5974, -2.2111, 6.1095], [-1.7152, -0.0693, 5.3394], [0.3937, -3.2439, 1.4242], [0.8680, -3.6038, -0.4843], [2.7231, -4.1198, -2.0588], [4.4356, -2.4643, -2.5587], [5.3096, -0.0417, -2.2621], [4.7338, 2.2385, -1.4179], [2.7667, 2.5812, -0.0569], [-1.2374, -4.1446, 2.5499], [-0.3786, 3.1762, -1.6052], [0.1390, 3.7995, -0.5513], [0.7109, 3.1726, 0.4743], [1.3272, 4.1114, 1.3118], [1.1549, 5.4031, 1.0060], [0.2213, 5.5343, -0.4912], [2.0888, 3.4714, 2.3986], [3.0153, 3.9967, 3.2097], [3.5776, 2.8481, 4.3647], [2.4497, 1.7615, 3.6927], [1.7730, 2.1331, 2.6525], [2.4167, 0.5057, 4.2491], [-0.6802, 2.2447, -1.4449], [-1.0554, 3.7080, -2.1785], [1.5627, 6.3265, 1.4235], [3.4127, 4.9890, 3.2254], [2.8859, 0.3954, 5.1574], [1.5362, 0.0038, 4.1508], [-3.4339, 1.5625, -0.8615], [-2.9458, 1.3813, 0.5219], [-1.5225, 1.3876, 0.5393], [-3.4342, 2.5427, 1.4682], [-2.8937, 2.4544, 2.6681], [-3.0787, 3.6970, 0.9129], [-4.7495, 2.5980, 1.5827], [-3.4959, 0.0194, 1.0184], [-2.8895, -1.0068, 0.4187], [-4.7957, -0.1201, 0.8392], [-3.2295, -0.1117, 2.3657], [-3.0871, 2.4782, -1.3278], [-4.5410, 1.6082, -0.9152], [-3.0866, 0.6923, -1.4154], [-1.7846, 0.5351, -4.1023], [-0.5722, -0.0324, -2.8034], [0.9962, 0.3673, -3.6384], [-0.7316, -1.8467, -3.0938], [-0.3114, -2.4554, -4.3046], [-0.4624, -3.8328, -4.5117], [-0.9712, -4.6530, -3.5141], [-1.4096, -4.1228, -2.3263], [-1.2228, -2.7402, -2.1213], [-2.7355, 0.2840, -3.6942], [-1.5734, 0.0130, -5.0538], [-1.7451, 1.6217, -4.2570], [1.0565, 0.1859, -4.6973], [1.7785, -0.1703, -3.1350], [1.1206, 1.4073, -3.4854], [0.0834, -1.8214, -5.1070], [-0.0822, -4.2546, -5.4351], [-1.0806, -5.7210, -3.7359], [-1.8795, -4.7746, -1.5847], [-1.5200, -2.3716, -1.1386]],
  "lowdin_charge": [1.061, 0.704, -0.683, -0.080, -0.009, -0.337, -0.185, -0.125, -0.055, 0.059, -0.204, -0.026, -0.036, 0.008, -0.139, 0.018, -0.023, -0.100, 0.063, -0.159, -0.045, 0.123, 0.141, 0.139, 0.113, 0.114, 0.104, 0.125, 0.109, 0.106, 0.118, 0.127, -0.678, -0.010, -0.337, -0.292, 1.088, -0.319, -0.322, 1.127, -0.687, 0.029, 0.106, 0.005, 0.129, 0.090, 0.082, 0.110, 0.082, 0.000, -0.383, -0.250, -0.598, 0.185, 0.164, 0.189, -0.538, 0.157, 0.194, 0.133, 0.088, 0.123, 0.069, -0.256, 0.924, -0.273, -0.373, -0.086, -0.077, -0.099, -0.086, -0.118, 0.012, 0.049, 0.040, 0.041, 0.017, 0.013, 0.098, 0.105, 0.114, 0.113, 0.081]
}

---

{
  "formula": "C4H10NO",
  "method": "ωB97M-V with the def2-TZVPD basis set",
  "total_charge": -1,
  "e_above_lowest_ev": 5.742,
  "mol_weight_da": 88.1,
  "energy_ev": -7841.7948,
  "homo_lumo_gap_ev": 5.3,
  "elements": ["C", "N", "C", "O", "C", "C", "H", "H", "H", "H", "H", "H", "H", "H", "H", "H"],
  "positions_angstrom": [[0.8191, 1.3615, -0.3320], [0.7265, 2.6766, -0.1204], [-0.1039, -2.3812, -1.5454], [0.5480, -3.5438, -1.7556], [-0.2240, 1.8224, 0.9435], [-0.3667, 0.2108, 1.4220], [1.7602, 0.9030, -0.0220], [0.1397, 0.9438, -1.0840], [0.5632, -1.6672, -0.9603], [-0.2697, -1.7563, -2.4595], [-1.0981, -2.4846, -1.0421], [0.0208, 2.2309, 1.9100], [-1.2320, 1.9988, 0.5961], [-1.3708, -0.0889, 1.1405], [-0.2067, 0.1722, 2.4892], [0.2944, -0.3978, 0.8201]],
  "nbo_charge": [-0.030, -0.557, -0.186, -0.974, -0.334, -0.566, 0.172, 0.181, 0.048, 0.064, 0.071, 0.245, 0.211, 0.216, 0.198, 0.240]
}

---

{
  "formula": "C29H44BrMoN6O2PS4Si2",
  "method": "ωB97M-V with the def2-TZVPD basis set",
  "multiplicity": 4,
  "total_charge": -1,
  "e_above_lowest_ev": 1.657,
  "mol_weight_da": 900.0,
  "energy_ev": -184112.2106,
  "homo_lumo_gap_ev": [5.2, 4.9],
  "elements": ["Mo", "C", "S", "C", "S", "N", "N", "C", "C", "C", "C", "C", "C", "N", "H", "H", "H", "H", "H", "H", "H", "H", "C", "Si", "C", "C", "N", "C", "C", "C", "C", "C", "C", "N", "Si", "C", "C", "C", "H", "H", "H", "H", "H", "H", "H", "H", "H", "H", "H", "H", "H", "H", "H", "H", "H", "H", "H", "H", "H", "H", "C", "C", "O", "P", "S", "S", "O", "C", "C", "H", "H", "H", "H", "H", "H", "H", "H", "H", "H", "Br", "C", "C", "C", "N", "C", "C", "H", "H", "H", "H"],
  "positions_angstrom": [[0.0989, -0.6009, -0.5560], [1.2194, -3.7923, -5.7915], [1.1644, -2.0428, -5.3037], [1.1655, -2.2088, -3.5312], [0.5792, -3.5734, -2.7455], [1.7313, -1.2108, -2.9369], [1.7060, -1.2001, -1.5936], [2.8713, -1.3487, -0.9776], [2.8294, -1.2663, 0.4172], [3.8882, -1.5976, 1.2829], [3.6820, -1.5935, 2.6391], [2.4051, -1.2787, 3.1186], [1.4118, -0.9505, 2.2222], [1.5888, -0.9077, 0.8935], [0.8962, -3.8444, -6.8246], [0.5544, -4.3502, -5.1384], [2.2384, -4.1592, -5.6903], [3.7751, -1.5243, -1.5469], [4.8420, -1.8718, 0.8583], [4.4791, -1.8531, 3.3201], [2.1983, -1.2945, 4.1752], [0.4118, -0.7135, 2.5732], [-2.4601, -3.7686, -1.1437], [-2.7378, -2.0924, -2.0264], [-4.4886, -1.5662, -1.3882], [-2.7974, -2.6006, -3.8745], [-1.6015, -0.7824, -1.7820], [-1.7943, 0.3542, -2.5176], [-2.9380, 0.6268, -3.2777], [-3.0252, 1.7380, -4.0899], [-1.9579, 2.6188, -4.1643], [-0.8395, 2.4062, -3.3885], [-0.7330, 1.3066, -2.5331], [0.3417, 1.0480, -1.7351], [1.6502, 2.2050, -1.6489], [0.9916, 3.9207, -1.0753], [2.6372, 2.2898, -3.2948], [3.0065, 1.7895, -0.3657], [-3.0540, -4.5206, -1.6561], [-2.7746, -3.7653, -0.1062], [-1.4296, -4.0973, -1.1852], [-4.8272, -2.2214, -0.5917], [-5.2341, -1.6144, -2.1759], [-4.4856, -0.5509, -1.0025], [-3.7127, -3.1457, -4.0928], [-1.9637, -3.2603, -4.0947], [-2.7368, -1.7567, -4.5550], [-3.7738, -0.0481, -3.2358], [-3.9188, 1.9065, -4.6765], [-1.9989, 3.4780, -4.8191], [-0.0167, 3.0976, -3.4598], [0.5261, 4.4945, -1.8694], [1.7948, 4.5190, -0.6551], [0.2444, 3.7787, -0.2996], [2.1423, 2.8627, -4.0716], [2.7903, 1.2851, -3.6801], [3.6121, 2.7367, -3.1211], [2.6055, 1.4611, 0.5876], [3.5955, 2.6809, -0.1769], [3.6875, 1.0285, -0.7328], [0.1834, 5.9690, 4.9308], [0.9153, 4.9370, 4.0828], [0.5049, 3.6313, 4.4190], [-0.7672, 2.8905, 3.6682], [-1.1196, 1.1497, 0.9507], [0.3910, 2.0415, 2.0375], [-0.9476, 1.6551, 4.6789], [0.0801, 0.7566, 5.0787], [0.7288, 1.1771, 6.3866], [0.5614, 6.9673, 4.7200], [0.3341, 5.7451, 5.9854], [-0.8826, 5.9303, 4.7164], [1.9917, 4.9755, 4.2830], [0.7623, 5.1290, 3.0155], [0.8408, 0.7020, 4.2937], [-0.4048, -0.2209, 5.1876], [1.2403, 2.1247, 6.2523], [1.4489, 0.4241, 6.6943], [-0.0254, 1.2853, 7.1611], [-2.3967, -4.4393, 4.2667], [-1.7905, -3.4683, 2.7583], [-0.6315, -3.8470, 2.0789], [-0.2046, -3.0762, 1.0276], [-0.8329, -1.9414, 0.6167], [-2.0365, -1.6898, 1.2025], [-2.5282, -2.3891, 2.2724], [-0.0745, -4.7217, 2.3736], [0.6794, -3.3673, 0.4661], [-2.6121, -0.8774, 0.7798], [-3.4667, -2.1096, 2.7240]],
  "mulliken_spin": [2.377, 0.001, 0.000, -0.004, 0.018, 0.041, 0.114, 0.153, 0.100, 0.016, 0.070, 0.010, 0.097, -0.132, 0.000, -0.001, -0.001, -0.003, -0.002, 0.006, 0.001, 0.001, 0.005, 0.012, 0.007, 0.010, -0.049, 0.027, 0.007, 0.019, 0.000, 0.016, 0.029, -0.035, 0.006, 0.011, 0.008, 0.038, 0.000, -0.004, -0.002, -0.002, 0.001, -0.001, 0.000, -0.002, 0.000, -0.001, 0.003, 0.002, 0.001, -0.001, 0.001, 0.000, 0.000, -0.001, 0.000, -0.004, 0.000, -0.006, 0.000, 0.000, -0.001, -0.004, -0.001, 0.024, 0.001, -0.004, 0.000, 0.000, 0.000, 0.000, 0.000, 0.000, 0.006, 0.000, 0.000, 0.000, 0.000, 0.004, 0.062, -0.042, 0.089, -0.207, 0.117, -0.027, -0.003, 0.023, 0.003, -0.001]
}

---

{
  "formula": "C27H32N4O6S",
  "method": "ωB97M-V with the def2-TZVPD basis set",
  "total_charge": 0,
  "e_above_lowest_ev": 0.954,
  "mol_weight_da": 540.6,
  "energy_ev": -57601.1869,
  "homo_lumo_gap_ev": 8.4,
  "smiles": "CCOC(=O)N1CCN(C(=O)c2ccc(Cn3c(=S)[nH]c4cc(OCC)c(OCC)cc4c3=O)cc2)CC1",
  "elements": ["C", "C", "O", "C", "O", "N", "C", "C", "N", "C", "O", "C", "C", "C", "C", "C", "N", "C", "S", "N", "C", "C", "C", "O", "C", "C", "C", "O", "C", "C", "C", "C", "C", "O", "C", "C", "C", "C", "H", "H", "H", "H", "H", "H", "H", "H", "H", "H", "H", "H", "H", "H", "H", "H", "H", "H", "H", "H", "H", "H", "H", "H", "H", "H", "H", "H", "H", "H", "H", "H"],
  "positions_angstrom": [[-7.8343, -2.6610, -0.4630], [-6.4051, -2.6580, 0.0458], [-5.7785, -1.4531, -0.3939], [-4.4894, -1.3075, -0.0206], [-3.8889, -2.1151, 0.6512], [-3.9370, -0.1724, -0.5100], [-4.6603, 0.8614, -1.2169], [-4.7068, 2.1363, -0.3658], [-3.3644, 2.5176, 0.0190], [-2.7803, 3.5987, -0.5620], [-3.3806, 4.3328, -1.3228], [-1.3516, 3.8146, -0.1714], [-1.0237, 4.2865, 1.0940], [0.3005, 4.3864, 1.4741], [1.3122, 4.0174, 0.5987], [2.7459, 3.9788, 1.0503], [3.3517, 2.7011, 0.6893], [4.4918, 2.6783, -0.0623], [5.2957, 4.0255, -0.5760], [4.9923, 1.4614, -0.4017], [4.4030, 0.2641, -0.0754], [4.9428, -0.9515, -0.4961], [4.3191, -2.1415, -0.1676], [4.7500, -3.3739, -0.4953], [5.8949, -3.5406, -1.3104], [5.6045, -3.2895, -2.7870], [3.1153, -2.1197, 0.6003], [2.5762, -3.3324, 0.8501], [1.3626, -3.4014, 1.5794], [0.9718, -4.8664, 1.6823], [2.6017, -0.9129, 1.0193], [3.2387, 0.2891, 0.6882], [2.6825, 1.5586, 1.1388], [1.7034, 1.6615, 1.8485], [0.9826, 3.6234, -0.6921], [-0.3407, 3.5228, -1.0772], [-2.6708, 1.4844, 0.7539], [-2.6048, 0.2103, -0.0981], [-8.3332, -3.5702, -0.1411], [-7.8451, -2.6140, -1.5486], [-8.3734, -1.8019, -0.0729], [-5.8415, -3.5142, -0.3412], [-6.3713, -2.6979, 1.1404], [-5.6657, 0.5103, -1.4404], [-4.1339, 1.0751, -2.1544], [-5.1385, 2.9608, -0.9355], [-5.2999, 1.9598, 0.5376], [-1.8096, 4.5464, 1.7877], [0.5500, 4.7171, 2.4709], [3.3363, 4.7647, 0.5711], [2.7988, 4.0965, 2.1361], [5.8433, 1.4753, -0.9484], [5.8511, -0.9364, -1.0768], [6.1772, -4.5863, -1.1630], [6.7181, -2.9082, -0.9565], [4.8093, -3.9506, -3.1209], [5.2896, -2.2630, -2.9571], [6.4973, -3.4869, -3.3738], [1.5018, -2.9709, 2.5801], [0.5789, -2.8346, 1.0592], [0.0338, -4.9585, 2.2216], [0.8545, -5.2881, 0.6882], [1.7446, -5.4225, 2.2054], [1.7015, -0.8441, 1.6072], [1.7657, 3.3695, -1.3928], [-0.5947, 3.1959, -2.0748], [-1.6647, 1.8073, 1.0187], [-3.2307, 1.2740, 1.6722], [-2.1773, -0.6146, 0.4726], [-1.9941, 0.3965, -0.9888]],
  "nbo_charge": [-0.623, -0.061, -0.532, 0.897, -0.665, -0.452, -0.225, -0.237, -0.439, 0.675, -0.615, -0.130, -0.197, -0.180, -0.018, -0.255, -0.446, 0.291, -0.223, -0.575, 0.271, -0.388, 0.402, -0.482, -0.065, -0.639, 0.238, -0.486, -0.063, -0.617, -0.228, -0.235, 0.681, -0.591, -0.170, -0.195, -0.230, -0.229, 0.217, 0.212, 0.211, 0.187, 0.187, 0.239, 0.196, 0.252, 0.194, 0.219, 0.213, 0.266, 0.220, 0.430, 0.220, 0.200, 0.171, 0.220, 0.210, 0.219, 0.174, 0.176, 0.218, 0.215, 0.213, 0.248, 0.209, 0.219, 0.242, 0.198, 0.248, 0.192]
}